## 1
{
  "formula": "C5H8",
  "method": "ωB97M-V/def2-TZVPD",
  "species": ["C", "C", "C", "C", "C", "H", "H", "H", "H", "H", "H", "H", "H"],
  "coordinates": [[-0.58, -1.61, 0.40], [0.06, -0.33, 0.21], [0.90, 0.07, 1.12], [-0.28, 0.54, -1.01], [-0.16, 1.88, -0.99], [-0.05, -2.15, 1.26], [-1.68, -1.45, 0.69], [-0.58, -2.14, -0.60], [1.24, -0.59, 1.97], [1.58, 0.99, 1.04], [-0.35, -0.04, -2.04], [-0.18, 2.34, -1.99], [0.09, 2.49, -0.07]],
  "charge": 0,
  "e_homo_ev": -9.093,
  "spin_multiplicity": 1,
  "smiles": "C=CC(=C)C"
}

## 2
{
  "formula": "C5H8",
  "method": "ωB97M-V/def2-TZVPD",
  "species": ["C", "C", "C", "C", "C", "H", "H", "H", "H", "H", "H", "H", "H"],
  "coordinates": [[-0.47, 1.18, -0.03], [0.46, 0.24, 0.12], [-1.63, 0.21, 0.03], [-0.63, -0.96, 0.05], [1.89, -0.11, 0.01], [-0.36, 2.17, -0.20], [-2.38, 0.41, 0.95], [-2.33, 0.32, -0.92], [-0.64, -1.46, -1.02], [-0.78, -1.64, 0.90], [2.41, 0.49, -0.69], [1.92, -1.11, -0.04], [2.54, 0.25, 0.84]],
  "charge": 0,
  "e_homo_ev": -8.939,
  "spin_multiplicity": 1,
  "smiles": "CC1=CCC1"
}

## 3
{
  "formula": "C5H8",
  "method": "ωB97M-V/def2-TZVPD",
  "species": ["C", "C", "C", "C", "C", "H", "H", "H", "H", "H", "H", "H", "H"],
  "coordinates": [[0.51, -2.05, -0.54], [1.17, -0.66, -0.52], [0.24, 0.35, -0.02], [-0.62, 1.14, 0.30], [-1.70, 2.07, 0.61], [0.45, -2.47, 0.47], [1.08, -2.74, -1.17], [-0.50, -1.97, -0.93], [1.47, -0.38, -1.54], [2.09, -0.68, 0.07], [-1.58, 2.52, 1.61], [-1.73, 2.88, -0.12], [-2.66, 1.55, 0.59]],
  "charge": 0,
  "e_homo_ev": -9.360,
  "spin_multiplicity": 1,
  "smiles": "CC#CCC"
}

## 4
{
  "formula": "C5H8",
  "method": "ωB97M-V/def2-TZVPD",
  "species": ["C", "C", "C", "C", "C", "H", "H", "H", "H", "H", "H", "H", "H"],
  "coordinates": [[-0.16, -0.67, 0.88], [-1.23, -0.20, -0.13], [-0.52, 0.93, -0.83], [0.80, 0.82, -0.73], [1.19, -0.28, 0.24], [-0.24, -1.73, 1.13], [-0.29, -0.10, 1.81], [-1.45, -0.99, -0.86], [-2.18, 0.09, 0.33], [-1.05, 1.73, -1.34], [1.54, 1.44, -1.23], [1.68, -1.14, -0.25], [1.90, 0.10, 0.98]],
  "charge": 0,
  "e_homo_ev": -9.052,
  "spin_multiplicity": 1,
  "smiles": "C1=CCCC1"
}

Which structure loses on stability? 2 does.

## 1
{
  "formula": "C4H10N4",
  "method": "ωB97M-V/def2-TZVPD",
  "species": ["C", "N", "N", "C", "N", "H", "H", "H", "H", "H", "C", "C", "N", "H", "H", "H", "H", "H"],
  "coordinates": [[0.81, -0.14, -1.43], [0.83, -1.45, -0.84], [0.18, 0.91, -0.58], [0.10, -0.18, -2.72], [-0.48, -0.16, -3.72], [1.84, 0.16, -1.64], [0.42, 1.86, -0.85], [-0.11, -1.78, -0.63], [1.38, -1.46, 0.01], [0.39, 0.73, 0.47], [0.39, 0.22, 2.18], [-2.06, 0.16, 0.62], [-1.59, -0.12, 1.70], [0.54, -0.82, 2.45], [1.35, 0.66, 1.85], [0.10, 0.79, 3.06], [-0.99, 0.69, -0.33], [-3.10, -0.05, 0.38]],
  "charge": 0,
  "e_homo_ev": [-7.417, -7.420],
  "spin_multiplicity": 1
}

## 2
{
  "formula": "C4H10N4",
  "method": "ωB97M-V/def2-TZVPD",
  "species": ["C", "C", "C", "N", "N", "N", "C", "N", "H", "H", "H", "H", "H", "H", "H", "H", "H", "H"],
  "coordinates": [[0.77, -1.26, 0.51], [-0.92, 0.64, -0.04], [-0.80, -0.76, -0.04], [-2.22, 1.22, -0.13], [1.72, -1.12, -0.59], [1.41, 1.51, 0.13], [0.11, 1.43, 0.48], [-1.61, -1.72, -0.18], [-2.90, 0.68, -0.63], [-2.21, 2.17, -0.48], [-2.58, -1.50, 0.05], [2.58, -1.63, -0.40], [1.32, -1.49, -1.44], [2.11, 0.83, 0.42], [1.71, 1.77, -0.80], [0.53, -2.30, 0.76], [1.18, -0.81, 1.42], [-0.21, 2.34, 0.99]],
  "charge": 0,
  "e_homo_ev": [-7.996, -7.995],
  "spin_multiplicity": 1,
  "smiles": "[H]/N=C(CN)\\C(N)=C/N"
}

## 3
{
  "formula": "C4H10N4",
  "method": "ωB97M-V/def2-TZVPD",
  "species": ["C", "C", "C", "C", "N", "N", "N", "N", "H", "H", "H", "H", "H", "H", "H", "H", "H", "H"],
  "coordinates": [[0.28, 1.38, -0.31], [0.28, -2.26, 0.89], [0.03, -0.12, -0.45], [-0.29, -0.87, 0.80], [0.92, 1.93, -1.47], [-1.08, 1.92, -0.23], [0.14, -0.60, -1.61], [-0.95, -0.27, 1.70], [0.90, 1.56, 0.59], [1.85, 1.54, -1.56], [0.36, 1.53, -2.29], [-1.54, 1.57, 0.60], [-1.05, 2.93, -0.23], [0.05, -1.60, -1.70], [-1.13, -0.82, 2.54], [-0.32, -2.94, 0.28], [1.30, -2.28, 0.53], [0.25, -2.61, 1.92]],
  "charge": 0,
  "e_homo_ev": -9.085,
  "spin_multiplicity": 1,
  "smiles": "[H]/N=C(\\C(C)=N\\[H])C(N)N"
}

Which structure loses on stability? 1 does.

## 1
{
  "formula": "C4H10N4",
  "method": "ωB97M-V/def2-TZVPD",
  "species": ["C", "C", "C", "C", "H", "H", "H", "H", "H", "H", "H", "H", "H", "H", "N", "N", "N", "N"],
  "coordinates": [[-0.98, -0.82, -0.86], [-0.97, 0.42, 0.02], [-0.49, 0.22, 1.42], [1.73, 0.37, 0.60], [0.18, -2.34, -1.66], [0.76, -2.04, -0.13], [-1.20, -0.53, -1.89], [-1.80, -1.43, -0.38], [-1.93, 0.94, 0.03], [-0.98, -0.64, 1.76], [-0.76, 1.10, 1.95], [2.77, -0.05, 0.45], [1.71, 1.26, -1.26], [-0.40, 2.31, 0.17], [0.24, -1.59, -0.98], [0.97, -0.10, 1.54], [1.28, 1.34, -0.31], [-0.11, 1.57, -0.45]],
  "charge": 0,
  "e_homo_ev": -8.661,
  "spin_multiplicity": 1,
  "smiles": "NC[C@H]1CN=CNN1"
}

## 2
{
  "formula": "C4H10N4",
  "method": "ωB97M-V/def2-TZVPD",
  "species": ["C", "C", "N", "C", "N", "C", "N", "N", "H", "H", "H", "H", "H", "H", "H", "H", "H", "H"],
  "coordinates": [[1.65, 2.57, 1.26], [-1.30, -2.15, -0.99], [1.36, 1.33, 0.59], [-1.26, -0.83, -0.26], [1.35, -0.71, -0.87], [0.16, 1.00, 0.33], [-0.06, -0.15, -0.37], [-2.22, -0.32, 0.39], [1.71, -1.39, -0.20], [1.10, -1.17, -1.74], [-3.08, -0.85, 0.33], [-0.73, 1.45, 0.77], [2.20, 3.21, 0.57], [0.76, 3.10, 1.60], [2.30, 2.36, 2.11], [-1.09, -2.00, -2.05], [-0.56, -2.84, -0.59], [-2.29, -2.61, -0.89]],
  "charge": 0,
  "e_homo_ev": -8.678,
  "spin_multiplicity": 1,
  "smiles": "[H]/N=C(\\C)N(N)/C=N/C"
}

## 3
{
  "formula": "C4H10N4",
  "method": "ωB97M-V/def2-TZVPD",
  "species": ["C", "N", "C", "C", "N", "N", "C", "N", "H", "H", "H", "H", "H", "H", "H", "H", "H", "H"],
  "coordinates": [[1.99, -0.49, -0.58], [0.18, 0.82, 1.84], [-0.38, -0.24, -0.70], [-1.51, 0.39, -0.26], [0.13, -0.12, 2.75], [-0.37, -0.79, -1.98], [-2.35, 1.37, -0.49], [0.71, -0.34, 0.09], [1.11, 1.16, 1.64], [-0.80, -0.50, 2.89], [0.84, -0.85, 2.73], [0.08, -1.70, -2.08], [-1.25, -0.75, -2.47], [2.78, -0.27, 0.14], [2.12, 0.16, -1.46], [2.15, -1.52, -0.91], [-2.17, 2.14, -1.24], [-3.26, 1.51, 0.10]],
  "charge": 0,
  "e_homo_ev": [-7.261, -6.565],
  "spin_multiplicity": 1
}

## 4
{
  "formula": "C4H10N4",
  "method": "ωB97M-V/def2-TZVPD",
  "species": ["C", "C", "C", "C", "H", "H", "H", "H", "H", "H", "H", "H", "H", "H", "N", "N", "N", "N"],
  "coordinates": [[0.96, -0.29, 2.75], [-0.23, -1.06, 1.01], [-1.40, -1.49, 0.23], [-0.15, 0.38, -0.92], [1.41, 0.44, 2.21], [0.87, 0.31, 3.74], [1.60, -1.15, 3.14], [-0.61, -2.30, -0.47], [-2.51, -2.17, 0.56], [-1.57, -0.26, -0.66], [-1.29, 0.38, -1.41], [1.82, 1.58, -1.39], [-0.49, 2.28, -2.98], [0.36, 1.26, -3.69], [-0.22, -1.03, 2.27], [0.44, -0.17, 0.09], [0.54, 1.39, -1.59], [0.45, 1.91, -2.89]],
  "charge": 0,
  "e_homo_ev": -8.909,
  "spin_multiplicity": 1
}

Which structure loses on stability? 4 does.